Entry 1:
C17H17F5NO5ScTe | ωB97M-V/def2-TZVPD

Computed properties:
**Largest force on an atom**: 0.9 eV Å⁻¹
**Frontier orbital gap**: 9.3 eV
**Lowest unoccupied orbital energy**: -0.83 eV
**Energy above the lowest of the compared OMol25 structures with the same formula, charge and spin**: 30.32 kJ/mol
**Energy**: -2617.31477 Ha

Each line ends with the Mulliken charge.
Positions of all 47 atoms, in Å:
1 Sc 0.203 -0.406 -0.109  0.703
2 O -1.989 1.201 -3.240  -0.665
3 C -1.609 0.625 -2.252  0.209
4 O -0.435 0.727 -1.678  -0.365
5 C -2.526 -0.307 -1.475  0.588
6 C -3.836 -0.639 -1.761  -0.856
7 C -4.505 -1.461 -0.858  -0.314
8 C -3.879 -1.901 0.305  -0.825
9 C -2.568 -1.519 0.511  0.605
10 N -1.936 -0.775 -0.385  0.722
11 C -1.690 -1.810 1.720  0.190
12 O -2.106 -2.442 2.658  -0.667
13 O -0.505 -1.267 1.593  -0.368
14 H -4.304 -0.254 -2.655  0.567
15 H -5.530 -1.745 -1.054  0.453
16 H -4.382 -2.513 1.040  0.568
17 C -1.375 2.129 1.547  -1.282
18 C -0.064 2.875 1.287  0.692
19 C -0.259 3.903 0.179  -1.733
20 C 1.099 1.923 1.034  -0.101
21 C 1.870 1.957 -0.135  -0.040
22 C 2.946 1.096 -0.310  -0.705
23 C 3.304 0.170 0.668  0.654
24 C 4.443 -0.778 0.450  -1.806
25 C 2.532 0.122 1.827  -0.434
26 C 1.460 0.986 2.010  -0.337
27 H -2.145 2.829 1.874  0.528
28 H -1.279 1.356 2.310  0.327
29 H -1.743 1.666 0.626  0.144
30 H 0.193 3.413 2.206  0.405
31 H -0.520 3.420 -0.766  0.307
32 H 0.635 4.507 0.021  0.398
33 H -1.074 4.577 0.442  0.429
34 H 1.585 2.610 -0.947  0.341
35 H 3.493 1.117 -1.245  0.416
36 H 5.386 -0.330 0.772  0.397
37 H 4.531 -1.035 -0.605  0.341
38 H 4.296 -1.699 1.012  0.390
39 H 2.748 -0.621 2.585  0.428
40 H 0.854 0.884 2.902  0.349
41 F -0.145 -3.539 -0.538  -0.456
42 Te 1.283 -3.198 -1.707  2.098
43 F 2.408 -4.276 -0.708  -0.389
44 F 0.060 -2.259 -2.774  -0.456
45 F 0.773 -4.709 -2.629  -0.359
46 F 2.609 -2.946 -2.974  -0.381
47 O 1.693 -1.666 -0.774  -0.711



Entry 2:
C41H78BN10O5P | ωB97M-V/def2-TZVPD

Computed properties:
**Largest force on an atom**: 1.7 eV Å⁻¹
**Structure (SMILES)**: COCCC[C@]1(P(N)O)NC(=O)[C@@](CC=O)(B(O)N(C)C)[C@@]1(C)CCCCN.CCCC#N.CCCC#N.CCCC#N.CCCC#N.CCCC#N.CCCC#N
**Frontier orbital gap**: 8.8 eV
**Lowest unoccupied orbital energy**: 0.30 eV
**Energy above the lowest of the compared OMol25 structures with the same formula, charge and spin**: 0.00 kJ/mol
**Energy**: -2898.99918 Ha

Each line ends with the Mulliken charge.
Positions of all 136 atoms, in Å:
1 C -0.301 -5.906 -1.152  -0.844
2 O 0.947 -5.276 -0.937  -0.387
3 C 0.894 -3.842 -0.977  0.334
4 C 1.424 -3.331 -2.322  -1.075
5 C 0.730 -2.126 -3.000  -2.244
6 C -0.188 -1.175 -2.200  1.672
7 P -1.877 -2.063 -1.847  0.231
8 N -2.963 -1.277 -2.906  -0.317
9 O -1.674 -3.541 -2.577  -0.474
10 N -0.580 -0.130 -3.189  0.252
11 C -0.447 1.174 -2.728  -1.526
12 O -1.023 2.128 -3.207  -0.637
13 C 0.552 1.138 -1.569  2.129
14 C 1.873 1.352 -2.436  -0.993
15 C 3.017 2.062 -1.762  -0.155
16 O 3.448 3.128 -2.149  -0.598
17 B 0.480 2.452 -0.658  -0.568
18 O 0.369 3.643 -1.348  -0.577
19 N 0.559 2.493 0.814  0.222
20 C -0.354 3.553 1.304  -1.254
21 C 1.933 2.869 1.291  -0.879
22 C 0.376 -0.302 -0.974  3.065
23 C 1.787 -0.750 -0.529  -3.162
24 C -0.437 -0.494 0.341  -2.351
25 C -1.713 0.318 0.630  -1.309
26 C -2.434 0.983 -0.532  1.852
27 C -3.934 1.103 -0.280  -1.192
28 N -4.646 1.813 -1.328  -0.604
29 H -0.195 -6.945 -0.840  0.328
30 H -1.095 -5.456 -0.556  0.362
31 H -0.563 -5.907 -2.210  0.254
32 H -0.125 -3.527 -0.754  -0.093
33 H 1.510 -3.533 -0.141  -0.087
34 H 1.397 -4.181 -3.001  0.523
35 H 2.484 -3.102 -2.207  0.283
36 H 1.489 -1.502 -3.474  0.708
37 H 0.135 -2.517 -3.825  0.642
38 H -2.748 -1.400 -3.894  0.327
39 H -3.856 -1.744 -2.765  0.068
40 H -1.759 -3.476 -3.537  0.254
41 H -0.253 -0.256 -4.136  0.408
42 H 1.607 1.979 -3.285  0.389
43 H 2.238 0.406 -2.831  0.476
44 H 3.492 1.583 -0.889  0.390
45 H -0.527 3.778 -1.683  0.336
46 H -0.540 3.381 2.364  0.382
47 H 0.087 4.550 1.207  0.388
48 H -1.294 3.570 0.759  0.382
49 H 1.855 3.359 2.257  0.494
50 H 2.619 2.024 1.382  0.187
51 H 2.401 3.567 0.586  0.072
52 H 2.432 -1.061 -1.347  0.363
53 H 2.257 0.056 0.024  0.541
54 H 1.731 -1.583 0.164  0.122
55 H -0.683 -1.553 0.384  0.544
56 H 0.241 -0.333 1.176  0.989
57 H -1.468 1.092 1.352  0.121
58 H -2.424 -0.331 1.148  0.758
59 H -2.338 0.468 -1.480  -0.196
60 H -2.081 2.008 -0.680  -0.697
61 H -4.331 0.083 -0.213  0.192
62 H -4.125 1.556 0.692  0.432
63 H -4.665 2.807 -1.164  0.215
64 H -4.289 1.599 -2.247  0.292
65 C -6.834 -4.340 -0.543  -1.325
66 C -6.661 -2.865 -0.883  0.019
67 C -6.972 -2.550 -2.352  -0.472
68 C -6.081 -3.283 -3.253  0.241
69 N -5.379 -3.853 -3.964  -0.487
70 H -6.146 -4.963 -1.115  0.355
71 H -6.635 -4.514 0.513  0.367
72 H -7.852 -4.675 -0.754  0.324
73 H -5.639 -2.555 -0.655  -0.019
74 H -7.321 -2.263 -0.257  0.364
75 H -6.849 -1.483 -2.546  0.317
76 H -8.001 -2.818 -2.596  0.396
77 C 2.289 8.910 -1.380  -1.202
78 C 2.736 7.486 -1.069  -0.550
79 C 1.978 6.426 -1.876  0.189
80 C 0.545 6.466 -1.596  0.462
81 N -0.579 6.546 -1.370  -0.613
82 H 1.240 9.060 -1.123  0.336
83 H 2.875 9.631 -0.809  0.367
84 H 2.415 9.138 -2.440  0.292
85 H 2.607 7.287 -0.004  0.278
86 H 3.801 7.382 -1.286  0.387
87 H 2.336 5.424 -1.639  -0.307
88 H 2.120 6.584 -2.947  0.432
89 C -7.245 6.418 -0.787  -1.149
90 C -5.892 7.094 -0.600  -0.544
91 C -4.765 6.099 -0.302  -0.113
92 C -5.022 5.355 0.933  0.242
93 N -5.228 4.780 1.907  -0.523
94 H -7.558 5.901 0.121  0.355
95 H -8.011 7.155 -1.028  0.332
96 H -7.211 5.689 -1.599  0.301
97 H -5.954 7.821 0.211  0.307
98 H -5.631 7.647 -1.504  0.324
99 H -3.810 6.615 -0.193  0.281
100 H -4.663 5.384 -1.120  0.214
101 C 6.079 -2.390 1.932  -1.079
102 C 5.885 -2.097 0.453  0.121
103 C 6.307 -0.673 0.115  -0.641
104 C 5.518 0.283 0.892  0.305
105 N 4.876 1.000 1.521  -0.442
106 H 5.465 -1.731 2.545  0.059
107 H 5.796 -3.408 2.168  0.418
108 H 7.120 -2.253 2.233  0.346
109 H 4.844 -2.239 0.183  -0.172
110 H 6.467 -2.793 -0.155  0.371
111 H 6.166 -0.458 -0.946  0.315
112 H 7.361 -0.518 0.350  0.390
113 C 2.232 -8.335 3.437  -1.233
114 C 1.935 -8.169 1.951  -0.459
115 C 2.326 -6.789 1.409  -0.076
116 C 1.590 -5.719 2.079  0.302
117 N 1.008 -4.882 2.609  -0.548
118 H 1.660 -7.626 4.036  0.334
119 H 1.968 -9.338 3.772  0.369
120 H 3.292 -8.179 3.645  0.300
121 H 0.871 -8.337 1.771  0.262
122 H 2.478 -8.926 1.383  0.379
123 H 2.113 -6.712 0.345  0.033
124 H 3.395 -6.616 1.554  0.386
125 C 2.881 -1.765 6.043  -1.116
126 C 3.359 -0.378 6.451  -0.477
127 C 4.353 0.229 5.453  0.010
128 C 5.559 -0.590 5.323  0.240
129 N 6.508 -1.229 5.208  -0.515
130 H 3.709 -2.474 6.005  0.344
131 H 2.154 -2.147 6.759  0.345
132 H 2.406 -1.747 5.061  0.259
133 H 3.824 -0.426 7.438  0.304
134 H 2.503 0.294 6.533  0.320
135 H 4.656 1.226 5.771  0.305
136 H 3.898 0.318 4.465  0.003



Entry 3:
C34H65FN5O15S2 | ωB97M-V/def2-TZVPD

Computed properties:
**Largest force on an atom**: 5.0 eV Å⁻¹
**Frontier orbital gap**: 6.2 eV
**Total charge**: -1
**Lowest unoccupied orbital energy**: 1.33 eV
**Energy above the lowest of the compared OMol25 structures with the same formula, charge and spin**: 419.44 kJ/mol
**Energy**: -3633.04491 Ha

Each line ends with the Mulliken charge.
Positions of all 122 atoms, in Å:
1 C -8.063 -3.773 2.024  -1.232
2 C -7.010 -3.819 0.833  0.373
3 O -6.618 -2.513 0.387  -0.491
4 C -5.474 -2.736 -0.519  0.109
5 C -4.176 -2.502 0.335  -1.238
6 C -2.812 -2.317 -0.454  2.690
7 C -2.900 -3.275 -1.736  -0.597
8 O -2.482 -2.903 -2.857  -0.712
9 O -3.337 -4.520 -1.644  -0.735
10 C -1.622 -2.881 0.445  -0.175
11 C -0.660 -3.944 -0.212  -2.034
12 C 0.332 -3.338 -1.316  1.403
13 C 1.852 -3.540 -0.904  -1.461
14 F 0.160 -4.123 -2.509  -0.401
15 O -0.681 -1.844 0.926  -0.377
16 S -1.462 -0.611 1.642  1.149
17 O -2.449 -1.180 2.582  -0.722
18 O -0.624 0.294 2.429  -0.727
19 C -2.326 0.250 0.198  0.379
20 N -1.445 1.377 -0.173  -0.148
21 C -0.305 1.065 -0.525  0.809
22 O 0.726 0.584 -0.762  -0.528
23 O -3.525 0.707 0.787  -0.268
24 C -3.949 2.022 0.383  0.077
25 C -3.532 3.177 1.370  0.177
26 C -4.852 4.010 1.774  -1.488
27 C -2.458 4.226 0.897  0.797
28 C -0.979 3.980 1.503  -1.228
29 C -2.335 4.490 -0.654  -1.434
30 C -2.570 -0.811 -0.980  -0.695
31 C -3.715 -0.289 -1.931  -1.510
32 C -3.161 0.825 -2.943  -1.279
33 C -4.337 1.610 -3.671  -0.830
34 S -5.282 0.489 -4.781  1.226
35 O -4.495 -0.694 -5.106  -0.566
36 O -6.567 0.122 -4.168  -0.653
37 O -5.549 1.324 -6.186  -0.470
38 H -9.104 -3.786 1.578  0.299
39 H -7.898 -2.919 2.731  0.307
40 H -7.989 -4.740 2.613  0.325
41 H -6.131 -4.421 1.213  -0.098
42 H -7.502 -4.434 0.012  0.234
43 H -5.605 -3.798 -0.886  0.147
44 H -5.620 -2.073 -1.408  0.026
45 H -4.418 -1.651 1.043  0.119
46 H -4.079 -3.407 1.014  0.330
47 H -2.001 -3.364 1.397  0.603
48 H -1.138 -4.904 -0.529  0.341
49 H 0.051 -4.240 0.631  0.706
50 H 0.102 -2.257 -1.542  -0.281
51 H 2.470 -2.969 -1.656  0.358
52 H 1.962 -3.138 0.144  0.317
53 H 2.048 -4.647 -0.925  0.354
54 H -3.786 2.247 -0.715  -0.406
55 H -5.085 1.975 0.454  0.371
56 H -3.171 2.726 2.345  0.230
57 H -5.058 4.687 0.886  0.297
58 H -4.535 4.703 2.606  0.399
59 H -5.719 3.353 2.039  0.429
60 H -2.763 5.226 1.349  0.574
61 H -0.265 4.108 0.639  0.212
62 H -0.722 4.707 2.321  0.304
63 H -0.917 2.938 1.920  0.134
64 H -2.243 3.572 -1.292  0.232
65 H -1.469 5.194 -0.831  0.441
66 H -3.295 5.005 -0.989  0.330
67 H -1.660 -0.924 -1.653  0.617
68 H -4.628 0.096 -1.374  0.040
69 H -4.134 -1.091 -2.613  1.324
70 H -2.577 0.259 -3.722  0.565
71 H -2.527 1.600 -2.437  0.430
72 H -3.861 2.429 -4.296  0.496
73 H -5.006 2.150 -2.940  0.294
74 H -6.378 0.924 -6.535  0.392
75 C 3.111 3.891 1.262  0.093
76 O 2.009 4.304 0.948  -0.634
77 N 3.550 3.731 2.531  0.198
78 C 4.881 3.232 2.828  -0.772
79 C 2.661 4.069 3.627  -0.888
80 H 3.861 3.605 0.506  0.256
81 H 4.795 2.313 3.413  0.333
82 H 5.423 3.985 3.407  0.327
83 H 5.436 3.020 1.907  0.175
84 H 1.756 3.461 3.557  0.207
85 H 2.380 5.122 3.551  0.289
86 H 3.151 3.888 4.583  0.377
87 C 7.911 3.282 0.843  0.112
88 O 6.985 2.547 1.147  -0.676
89 N 8.003 3.984 -0.306  0.257
90 C 9.137 4.838 -0.596  -1.013
91 C 6.934 3.878 -1.282  -0.906
92 H 8.773 3.434 1.512  0.290
93 H 8.783 5.864 -0.739  0.382
94 H 9.620 4.490 -1.506  0.405
95 H 9.857 4.820 0.219  0.206
96 H 5.996 4.202 -0.825  0.220
97 H 6.830 2.836 -1.590  0.324
98 H 7.150 4.498 -2.151  0.394
99 C 11.938 2.345 -0.860  0.066
100 O 10.837 2.773 -1.160  -0.516
101 N 12.394 2.168 0.405  0.123
102 C 13.721 1.652 0.677  -0.950
103 C 11.530 2.504 1.520  -0.792
104 H 12.675 2.058 -1.628  0.258
105 H 13.635 0.728 1.254  0.335
106 H 14.281 2.391 1.254  0.333
107 H 14.255 1.444 -0.250  0.294
108 H 10.617 1.907 1.460  0.285
109 H 11.260 3.560 1.461  0.179
110 H 12.034 2.308 2.465  0.403
111 C -5.415 -8.886 1.090  0.019
112 O -6.241 -8.400 1.844  -0.594
113 N -4.649 -8.192 0.217  0.208
114 C -3.687 -8.844 -0.647  -0.884
115 C -4.793 -6.747 0.139  -0.672
116 H -5.222 -9.972 1.065  0.252
117 H -2.691 -8.449 -0.436  0.286
118 H -3.946 -8.641 -1.689  0.305
119 H -3.686 -9.923 -0.483  0.336
120 H -4.574 -6.313 1.117  0.231
121 H -5.823 -6.504 -0.129  0.203
122 H -4.112 -6.333 -0.606  0.355



Entry 4:
C47H56HfN6PS2Si | ωB97M-V/def2-TZVPD

Computed properties:
**Largest force on an atom**: 0.6 eV Å⁻¹
**Frontier orbital gap**: 6.7 eV
**Total charge**: -1
**Lowest unoccupied orbital energy**: 2.07 eV
**Energy above the lowest of the compared OMol25 structures with the same formula, charge and spin**: 0.00 kJ/mol
**Energy**: -3628.63140 Ha

Each line ends with the Mulliken charge.
Positions of all 114 atoms, in Å:
1 Hf -0.250 0.241 0.657  -0.295
2 S 1.848 1.280 1.913  0.012
3 C 1.323 2.349 3.159  0.996
4 C 2.328 2.851 4.057  -0.536
5 N 3.151 3.237 4.764  -0.647
6 C 0.036 2.758 3.264  0.347
7 S -1.205 2.192 2.194  0.025
8 C -0.369 3.694 4.276  -0.395
9 N -0.727 4.442 5.075  -0.654
10 C -3.313 2.234 -3.553  -1.577
11 C -3.535 2.246 -2.061  0.866
12 C -4.376 3.184 -1.487  -0.976
13 C -4.574 3.123 -0.112  -1.011
14 C -3.962 2.135 0.620  -0.577
15 C -3.137 1.191 -0.029  -0.237
16 N -2.921 1.291 -1.355  0.450
17 N -2.546 0.128 0.658  -0.092
18 Si -3.663 -0.669 1.755  0.489
19 C -3.654 -0.027 3.516  -0.943
20 C -5.415 -0.466 1.051  -1.309
21 C -3.461 -2.530 1.858  -1.036
22 H -4.265 2.144 -4.081  0.526
23 H -2.680 1.392 -3.827  0.065
24 H -2.835 3.153 -3.900  0.299
25 H -4.857 3.937 -2.099  0.438
26 H -5.206 3.849 0.386  0.431
27 H -4.075 2.096 1.693  0.451
28 H -4.188 0.919 3.625  0.376
29 H -2.632 0.133 3.856  0.033
30 H -4.123 -0.759 4.180  0.434
31 H -5.952 0.379 1.484  0.370
32 H -5.990 -1.369 1.270  0.484
33 H -5.419 -0.320 -0.032  0.263
34 H -2.699 -2.845 2.563  0.215
35 H -3.240 -3.004 0.899  0.126
36 H -4.421 -2.918 2.210  0.566
37 C 0.582 3.764 -3.609  -1.918
38 C 0.007 2.611 -2.789  2.378
39 C 0.080 1.338 -3.610  -1.285
40 P 0.700 2.352 -1.075  1.647
41 C 0.868 4.126 -0.598  0.825
42 C -0.525 4.756 -0.486  -1.457
43 C 1.711 4.449 0.625  -1.866
44 C 2.369 1.703 -1.330  -0.226
45 C 3.375 2.502 -1.871  -0.212
46 C 4.650 2.033 -2.134  0.740
47 C 5.719 2.916 -2.715  -1.866
48 C 4.893 0.696 -1.826  -1.184
49 C 3.926 -0.119 -1.276  -0.185
50 C 2.627 0.350 -0.987  -0.137
51 N 1.675 -0.471 -0.393  0.701
52 C 2.054 -1.864 -0.409  -1.440
53 C 2.741 -2.442 0.677  2.337
54 C 3.291 -1.624 1.806  -1.294
55 C 2.997 -3.810 0.683  -1.098
56 C 2.638 -4.633 -0.369  0.674
57 C 2.891 -6.115 -0.324  -1.941
58 C 2.076 -4.032 -1.485  -0.910
59 C 1.812 -2.667 -1.536  1.723
60 C 1.358 -2.101 -2.848  -1.959
61 H 0.084 3.787 -4.583  0.515
62 H 1.649 3.622 -3.797  0.318
63 H 0.441 4.742 -3.150  0.358
64 H -1.047 2.812 -2.588  -1.346
65 H 1.118 1.078 -3.831  0.308
66 H -0.442 1.481 -4.562  0.718
67 H -0.386 0.506 -3.095  -0.321
68 H 1.371 4.571 -1.463  0.490
69 H -1.059 4.342 0.372  0.076
70 H -1.143 4.588 -1.370  0.273
71 H -0.429 5.835 -0.345  0.512
72 H 1.168 4.231 1.540  0.221
73 H 1.933 5.520 0.618  0.585
74 H 2.651 3.898 0.648  0.231
75 H 3.155 3.543 -2.087  0.190
76 H 5.364 3.942 -2.818  0.371
77 H 6.034 2.574 -3.704  0.326
78 H 6.609 2.939 -2.082  0.341
79 H 5.878 0.276 -2.007  0.381
80 H 4.187 -1.143 -1.040  0.401
81 H 3.656 -0.661 1.459  0.190
82 H 4.118 -2.161 2.275  0.550
83 H 2.543 -1.415 2.570  0.059
84 H 3.490 -4.236 1.551  0.282
85 H 2.864 -6.485 0.701  0.401
86 H 3.869 -6.367 -0.744  0.398
87 H 2.138 -6.659 -0.897  0.372
88 H 1.840 -4.638 -2.356  0.357
89 H 0.444 -2.587 -3.199  0.444
90 H 2.129 -2.264 -3.605  0.494
91 H 1.177 -1.040 -2.778  -0.340
92 C -3.215 -2.070 -2.240  -1.681
93 C -1.961 -1.493 -1.804  0.699
94 N -1.029 -1.009 -1.356  0.432
95 H -3.211 -3.143 -2.058  0.405
96 H -3.375 -1.869 -3.299  0.444
97 H -4.006 -1.597 -1.655  0.142
98 C -0.174 -5.688 1.785  -0.974
99 C -0.374 -4.852 0.664  -0.731
100 C -0.366 -3.496 0.810  0.393
101 C -0.183 -2.870 2.070  0.562
102 C -0.186 -1.439 2.214  0.869
103 C -0.103 -0.960 3.506  0.127
104 C 0.019 -1.799 4.640  -0.952
105 C 0.085 -3.150 4.485  -1.328
106 C -0.021 -3.720 3.191  1.447
107 C 0.000 -5.129 3.017  -0.930
108 H -0.158 -6.765 1.666  0.363
109 H -0.503 -5.288 -0.320  0.455
110 H -0.493 -2.876 -0.063  -0.151
111 H -0.097 0.109 3.689  0.083
112 H 0.087 -1.353 5.625  0.405
113 H 0.203 -3.808 5.339  0.361
114 H 0.143 -5.754 3.892  0.382